# 1
A molecular structure, C33H35As2CdCl3GeO8P. Source: the Open Molecules 2025 dataset; level of theory: the ωB97M-V functional and the def2-TZVPD basis.

## Properties
DFT total energy = -280781.891 eV
expectation value of S² = 0.77
HOMO (spin up / spin down) = -0.318 / -0.316 hartree
Kohn-Sham gap (spin up / spin down) = 8.4 / 5.2 eV
multiplicity = 2
total charge = 0

CARTESIAN COORDINATES (ANGSTROEM)
Cd  -1.9454  2.3079  2.0108
C  -4.0755  -4.4759  -1.3466
C  -3.9811  -3.5060  -2.3330
C  -3.4926  -2.2444  -2.0292
C  -3.0874  -1.9453  -0.7326
C  -3.1771  -2.9292  0.2509
C  -3.6763  -4.1847  -0.0502
P  -2.4433  -0.3292  -0.1782
C  -2.1460  0.5480  -1.7649
C  -1.2118  0.0084  -2.6523
C  -0.9018  0.6556  -3.8344
C  -1.5157  1.8608  -4.1516
C  -2.4379  2.4091  -3.2773
C  -2.7506  1.7590  -2.0904
C  -4.0057  0.5034  0.3356
C  -5.2723  0.1139  -0.1159
C  -6.4028  0.8170  0.2613
C  -6.3050  1.9289  1.0838
C  -5.0653  2.3458  1.5627
C  -3.9864  1.5929  1.1726
H  -4.4533  -5.4591  -1.5893
H  -4.2905  -3.7297  -3.3445
H  -3.4348  -1.4922  -2.8061
H  -2.8465  -2.7077  1.2589
H  -3.7413  -4.9392  0.7207
H  -0.7267  -0.9323  -2.4141
H  -0.1735  0.2225  -4.5057
H  -1.2773  2.3658  -5.0773
H  -2.9235  3.3461  -3.5152
H  -3.4746  2.2085  -1.4233
H  -5.3518  -0.7469  -0.7676
H  -7.3707  0.4996  -0.1012
H  -7.1856  2.4850  1.3770
H  -4.9893  3.2115  2.2067
Cl  -5.3283  5.6745  3.1251
Ge  -3.1865  5.4829  3.7266
Cl  -2.3884  4.8810  1.5177
Cl  -3.3040  3.2298  4.3486
C  -0.1363  2.2843  3.2674
H  0.6919  1.7614  2.8100
H  -0.4457  1.8416  4.2082
H  0.0449  3.3529  3.3514
C  1.6177  -3.5241  -3.4501
O  2.2023  -2.6708  -2.4624
C  1.8592  -2.9290  -1.2002
O  1.0546  -3.7568  -0.8543
C  2.4528  -1.9417  -0.2490
C  3.5815  -2.1362  0.4250
As  4.3222  -1.0009  1.8491
C  6.0341  -0.6768  0.9325
C  3.5470  0.7170  1.2653
C  2.4824  0.9053  0.4942
As  1.1582  -0.4921  0.0533
C  0.7103  -1.1303  1.8563
C  2.1833  2.1806  -0.2303
O  2.9407  2.7020  -1.0034
O  0.9311  2.6139  -0.0050
C  0.5377  3.7271  -0.8194
C  4.3086  1.8353  1.9048
O  5.1969  1.6182  2.6982
O  3.8649  3.0492  1.6000
C  4.5550  4.1350  2.2242
C  4.3149  -3.4133  0.1786
O  4.1513  -4.1415  -0.7667
O  5.1778  -3.6691  1.1724
C  5.9130  -4.8852  1.0346
H  2.2314  -4.4181  -3.5568
H  1.6156  -2.9559  -4.3760
H  0.6060  -3.8077  -3.1629
H  6.5373  -1.6317  0.7989
H  6.6429  -0.0323  1.5612
H  5.8692  -0.2083  -0.0379
H  1.5793  -1.1266  2.5161
H  0.3541  -2.1540  1.7283
H  -0.0878  -0.5216  2.2812
H  -0.5414  3.7901  -0.7344
H  0.8316  3.5546  -1.8537
H  1.0021  4.6400  -0.4474
H  4.2172  5.0279  1.7065
H  5.6316  4.0086  2.1211
H  4.2971  4.1803  3.2822
H  6.5910  -4.9123  1.8817
H  6.4632  -4.8879  0.0943
H  5.2341  -5.7370  1.0548

Forces on the atoms, in the same order (eV/Å):
0.5 0.3 0.5
0.0 0.0 0.0
0.0 0.0 0.0
0.0 0.1 0.0
0.1 0.0 0.1
0.0 0.0 0.0
0.0 0.0 0.0
-0.1 0.3 -0.1
0.0 0.0 0.0
0.0 -0.1 0.1
0.0 0.0 0.0
0.0 0.0 0.0
0.0 0.0 0.0
0.0 0.0 0.1
0.3 0.0 0.1
0.0 0.0 0.0
0.0 0.0 0.0
0.0 0.0 0.0
0.2 0.2 0.1
-0.5 -0.4 -0.4
0.0 0.0 0.0
0.0 0.0 0.0
0.0 0.0 0.0
0.0 0.0 0.0
0.0 0.0 0.0
0.0 0.0 0.0
0.0 0.0 0.0
0.0 0.0 0.0
0.0 0.0 0.0
0.0 0.0 0.0
0.0 0.0 0.0
0.0 0.0 0.0
0.0 0.0 0.0
0.0 0.0 0.0
-0.1 0.0 0.0
0.1 0.0 0.1
-0.1 0.0 -0.2
-0.1 0.1 0.1
-0.3 -0.3 -0.3
0.1 0.0 -0.1
0.0 0.0 0.0
0.0 0.0 0.0
0.0 -0.1 -0.1
-0.1 0.1 0.0
0.1 -0.1 0.1
0.0 0.0 0.0
-0.1 0.0 0.1
0.0 0.1 0.0
-0.1 0.0 0.0
0.1 0.0 0.0
0.0 -0.1 0.2
-0.2 -0.1 -0.2
0.2 -0.1 0.0
0.0 0.1 0.1
0.0 0.2 0.2
-0.1 -0.1 -0.1
0.1 -0.2 0.0
0.0 0.1 0.0
0.1 -0.1 0.1
-0.1 0.2 -0.1
0.0 0.0 0.1
0.0 0.1 0.1
-0.1 0.0 -0.1
0.1 0.0 0.1
0.0 0.0 0.0
0.1 -0.1 0.0
0.0 0.0 0.0
0.0 0.0 0.0
0.0 0.0 0.0
0.0 0.0 0.0
0.0 0.0 0.0
0.0 0.0 0.0
-0.1 0.0 0.0
0.0 0.0 0.0
0.0 0.0 0.0
-0.1 0.0 0.0
0.0 0.0 0.0
0.0 0.0 -0.1
0.0 0.0 0.0
0.0 0.0 0.0
0.0 0.0 0.0
0.0 0.0 0.0
0.0 0.0 0.0
0.0 0.0 0.0



# 2
A molecular structure, C33H35Cl5N4P2Tc in a non-equilibrium geometry. Source: the Open Molecules 2025 dataset; level of theory: the ωB97M-V functional and the def2-TZVPD basis.

## Properties
DFT total energy = -124112.531 eV
expectation value of S² = 3.83
HOMO (spin up / spin down) = -0.452 / -0.452 hartree
Kohn-Sham gap (spin up / spin down) = 5.1 / 2.7 eV
multiplicity = 4
total charge = +2

CARTESIAN COORDINATES (ANGSTROEM)
Tc  0.6091  1.3868  1.6037
C  4.5357  1.5718  0.3702
C  3.3347  1.6096  -0.2542
C  2.7293  0.4773  -1.0262
C  1.7458  -0.6097  -0.4846
C  1.2814  -0.5034  0.9609
C  2.2710  -0.0946  1.9618
C  3.7675  -0.4521  1.7306
C  4.9278  0.5531  1.4280
C  -0.0149  1.2794  3.5013
H  5.2784  2.3124  0.0215
H  2.7267  2.5481  -0.1832
H  3.6279  -0.0949  -1.3313
H  2.2343  0.9326  -1.9033
H  0.8884  -0.6667  -1.1933
H  2.2405  -1.5879  -0.6129
H  0.5699  -1.3205  1.2567
H  1.9849  -0.4786  2.9542
H  3.7941  -1.1878  0.9077
H  4.0814  -1.0369  2.6136
H  5.3463  0.9649  2.3745
H  5.8221  -0.0033  1.0277
H  0.8032  1.1078  4.2281
H  -0.7429  0.4520  3.5156
H  -0.4674  2.2620  3.7544
P  -1.8566  -1.4137  1.0409
P  -0.7693  0.8306  -2.2356
N  -1.4724  -3.2497  1.2125
N  -3.6338  -1.7760  1.1531
N  -0.2326  -0.3745  -3.4774
N  -1.8117  1.7001  -3.4576
C  -1.7505  -1.4943  -0.7914
C  -2.1212  -0.1846  -1.5113
C  -0.9593  -3.7150  2.4268
C  -0.6162  -5.0566  2.2869
C  -0.9313  -5.4378  0.9483
C  -1.4846  -4.3164  0.3176
C  -4.3561  -1.4829  2.3093
C  -5.6574  -1.9593  2.1510
C  -5.7386  -2.5947  0.8739
C  -4.4776  -2.5102  0.3017
C  1.0690  -0.3701  -4.0112
C  1.2417  -1.4685  -4.8438
C  -0.0214  -2.1326  -4.9283
C  -0.8910  -1.4767  -4.0479
C  -1.8907  1.4575  -4.8358
C  -2.8365  2.2917  -5.4168
C  -3.4099  3.0663  -4.3569
C  -2.8037  2.6593  -3.1755
H  -2.4750  -2.2268  -1.1579
H  -0.7525  -1.8642  -1.0807
H  -2.7820  -0.4117  -2.3594
H  -2.6939  0.4817  -0.8418
H  -0.9034  -3.0437  3.2734
H  -0.1983  -5.6741  3.0636
H  -0.7860  -6.4018  0.4927
H  -1.8984  -4.2142  -0.6807
H  -3.8723  -0.9788  3.1316
H  -6.4638  -1.8615  2.8527
H  -6.5875  -3.0560  0.3963
H  -4.1217  -2.9048  -0.6391
H  1.7476  0.4388  -3.7876
H  2.1769  -1.7559  -5.3191
H  -0.2531  -2.9816  -5.5673
H  -1.9238  -1.6902  -3.8177
H  -1.2747  0.7032  -5.2885
H  -3.0458  2.3473  -6.4750
H  -4.1606  3.8385  -4.4753
H  -2.9746  2.9774  -2.1624
Cl  -0.0868  4.2590  1.1809
C  1.2764  4.2403  2.2543
C  1.6875  2.9463  2.5940
C  2.6832  2.8793  3.6046
Cl  3.0438  1.4257  4.4250
C  3.4104  4.0079  4.0325
Cl  4.6533  3.8646  5.1930
C  3.1398  5.2686  3.4447
Cl  4.2219  6.5824  3.5661
C  1.9435  5.4179  2.6974
Cl  1.3064  6.9733  2.2954

Forces on the atoms, in the same order (eV/Å):
1.2 1.9 0.1
0.4 0.5 0.7
-1.5 0.9 1.0
0.1 -1.4 0.3
-0.6 0.1 -0.4
1.7 -0.3 0.6
-1.2 -2.2 -0.5
1.1 0.2 -0.2
0.4 -1.2 -1.4
-0.3 0.0 0.8
-0.6 0.6 1.5
1.3 0.0 -1.6
-0.7 0.3 -0.5
0.6 -0.2 0.4
0.5 0.0 0.6
-0.2 0.2 0.3
0.5 1.0 0.0
0.0 0.6 -0.4
-0.3 0.3 0.2
-0.3 0.4 -0.2
-0.6 0.5 -0.8
-0.8 0.0 0.5
-0.7 -0.1 -0.5
0.0 0.2 0.1
-0.1 -0.6 -0.2
-0.9 -4.5 -0.9
-1.0 -0.5 -3.8
0.3 1.9 1.0
-0.5 0.6 0.8
0.8 0.0 0.6
-0.6 0.0 0.5
0.1 0.5 -0.5
-0.6 0.1 0.1
0.2 -0.7 -0.6
-0.4 1.1 -0.3
-0.7 1.5 0.0
0.5 -0.5 0.2
1.5 -0.3 -1.9
-1.3 -1.4 -2.0
-0.4 0.8 2.1
1.3 0.9 0.7
-0.2 -0.8 -0.1
-0.4 1.0 0.5
-0.5 0.7 1.2
0.8 -0.3 -0.6
-0.3 0.5 -0.2
0.9 -0.5 1.3
0.6 -0.6 0.5
0.3 0.1 -0.8
0.5 -0.1 0.2
-0.4 0.1 0.2
0.1 0.2 0.3
0.1 0.0 -0.3
0.1 -0.1 0.0
0.0 0.0 0.0
-0.1 0.0 0.0
0.3 -0.1 0.2
-0.1 0.1 0.1
-0.1 0.0 0.2
-0.1 0.0 0.2
-0.2 0.0 0.1
0.0 -0.1 0.0
-0.4 0.2 0.0
0.0 0.2 0.4
0.1 0.1 -0.1
0.1 0.1 -0.1
-0.1 0.0 0.1
0.1 -0.2 0.2
0.0 0.2 0.1
-0.3 -0.2 -0.2
1.2 -0.2 0.6
1.2 -0.1 0.6
-0.1 0.7 -0.4
0.5 -0.4 0.2
-0.4 0.3 -0.9
0.1 0.1 -0.1
-0.9 -0.4 -0.4
-0.3 -0.1 0.4
-0.2 -0.8 -0.3
0.3 -0.6 0.0



# 3
A molecular structure, C33H35Cl8InNO2S in a non-equilibrium geometry. Source: the Open Molecules 2025 dataset; level of theory: the ωB97M-V functional and the def2-TZVPD basis.

## Properties
DFT total energy = -156563.947 eV
HOMO = -0.190 hartree
Kohn-Sham gap = 7.4 eV
total charge = -1

CARTESIAN COORDINATES (ANGSTROEM)
C  -0.8802  -0.3182  1.8590
C  -1.0887  -1.8618  1.6005
C  -2.0055  -2.2125  0.3718
C  -1.5165  -1.6581  -1.0196
O  -1.5750  -0.2437  -1.1485
In  0.2368  0.6053  -1.7659
C  1.0700  2.1180  -0.3077
C  1.8253  -0.8767  -2.3301
C  2.7840  -1.3056  -1.1592
C  4.1302  -0.4963  -1.1191
O  2.1248  -1.3494  0.1404
N  -0.2410  1.7063  -3.6068
C  0.0437  2.8471  -3.4538
S  0.2758  4.4235  -3.0245
H  0.0237  0.0387  1.2895
H  -0.6700  -0.0941  2.9483
H  -1.7525  0.2689  1.4704
H  -0.0941  -2.4027  1.5944
H  -1.6211  -2.2645  2.5156
H  -1.9922  -3.3454  0.2796
H  -3.0905  -1.9440  0.5170
H  -2.2365  -2.0811  -1.7981
H  -0.5046  -2.0967  -1.2941
H  0.2752  2.8805  -0.0824
H  1.9372  2.6505  -0.7884
H  1.4806  1.6375  0.6263
H  1.2965  -1.8130  -2.6888
H  2.4117  -0.4299  -3.1955
H  3.0836  -2.3850  -1.3613
H  3.9847  0.6078  -0.9779
H  4.7850  -0.8936  -0.2915
H  4.6658  -0.7135  -2.0878
H  1.3492  -1.9175  -0.0313
Cl  -7.0476  -0.3792  -2.8201
C  -5.7769  -0.7168  -3.9441
C  -5.9836  -1.4865  -5.0842
Cl  -7.5310  -2.1568  -5.4757
C  -4.9264  -1.7359  -5.9514
C  -3.6671  -1.2167  -5.6840
C  -3.4622  -0.4436  -4.5481
C  -4.5151  -0.1950  -3.6802
H  -5.0810  -2.3366  -6.8396
H  -2.8450  -1.4149  -6.3616
H  -2.4805  -0.0342  -4.3382
H  -4.3473  0.4074  -2.7953
Cl  -2.7483  -2.5026  4.9607
C  -1.3730  -2.3819  5.9980
C  -0.6552  -1.1984  6.1429
Cl  -1.0848  0.2503  5.3064
C  0.4489  -1.1597  6.9883
C  0.8345  -2.2945  7.6874
C  0.1147  -3.4742  7.5459
C  -0.9862  -3.5169  6.7027
H  1.0130  -0.2422  7.1039
H  1.6966  -2.2591  8.3431
H  0.4119  -4.3613  8.0930
H  -1.5432  -4.4397  6.5956
Cl  -0.1265  4.6154  6.0669
C  -1.8227  4.5663  5.7404
C  -2.3589  3.7754  4.7292
Cl  -1.3766  2.7710  3.7290
C  -3.7313  3.7793  4.5029
C  -4.5657  4.5665  5.2835
C  -4.0304  5.3522  6.2966
C  -2.6615  5.3518  6.5234
H  -4.1541  3.1673  3.7156
H  -5.6341  4.5672  5.1020
H  -4.6802  5.9658  6.9096
H  -2.2493  5.9673  7.3137
Cl  6.2414  -3.1871  -5.7181
C  6.4988  -1.4834  -5.8529
C  5.4481  -0.5719  -5.8287
Cl  3.8050  -1.0664  -5.6490
C  5.7102  0.7887  -5.9497
C  7.0149  1.2387  -6.0914
C  8.0645  0.3285  -6.1103
C  7.8058  -1.0295  -5.9918
H  4.8959  1.5029  -5.9334
H  7.2137  2.2996  -6.1867
H  9.0848  0.6776  -6.2179
H  8.6278  -1.7348  -6.0084

Forces on the atoms, in the same order (eV/Å):
0.7 -0.1 -0.4
-0.8 0.3 1.0
0.8 -0.6 -0.4
-1.1 -0.1 -0.5
0.7 -0.9 0.0
1.1 0.0 1.4
0.1 0.2 -0.1
0.1 -0.4 -0.2
0.5 -0.7 -0.9
-0.3 -0.5 0.3
0.0 0.0 -1.0
0.3 0.5 -0.4
-0.5 0.7 0.7
0.0 -1.0 -0.7
-1.0 -0.3 0.5
-0.4 -0.4 -1.4
0.7 -0.5 0.5
-1.0 0.6 -0.3
0.6 0.3 -1.0
-0.1 1.1 0.0
1.2 0.1 0.1
0.7 0.1 0.7
-0.8 0.3 0.5
0.9 -0.7 0.0
-0.9 -0.4 0.3
-0.7 0.4 -0.9
0.7 1.0 0.1
-0.7 -0.7 1.0
-0.1 1.1 0.1
0.0 -1.0 -0.2
-0.7 0.5 -0.7
-0.6 0.4 0.9
0.4 0.4 0.4
-0.1 -0.1 -0.1
0.2 0.1 0.0
0.2 0.0 -0.1
-0.1 0.0 0.1
0.2 0.1 0.0
-0.1 0.0 0.1
0.1 0.0 0.0
0.1 0.0 -0.1
-0.1 0.0 0.1
-0.1 0.0 0.0
-0.1 0.0 0.1
-0.1 -0.1 0.0
-0.1 0.2 0.1
0.1 -0.2 0.1
0.1 0.1 0.1
-0.1 -0.4 0.5
0.1 -0.3 0.2
-0.1 0.0 -0.1
0.0 0.1 0.0
0.2 0.0 0.2
-0.1 0.0 -0.1
0.0 0.0 -0.1
0.0 0.0 -0.1
0.0 0.1 -0.1
0.0 -0.1 -0.1
-0.1 0.1 0.1
-0.1 -0.1 -0.1
0.0 0.4 -0.2
-0.2 0.2 0.2
0.1 0.0 0.0
0.1 -0.1 -0.1
-0.3 0.0 0.0
0.2 0.0 0.0
0.1 0.0 0.0
0.1 0.0 0.0
0.1 -0.1 -0.1
-0.1 0.0 0.0
0.2 0.1 0.0
-0.1 0.2 0.0
0.1 -0.1 0.0
0.3 0.2 0.0
0.0 -0.1 0.0
-0.1 0.0 0.0
0.1 0.2 0.0
0.0 -0.2 0.0
-0.1 -0.1 0.0
-0.1 -0.1 0.0
-0.2 -0.1 0.0



The highest DFT total energy belongs to which entry?
C33H35Cl5N4P2Tc